C18H45InN3O6 | ωB97M-V/def2-TZVPD

Atoms and positions in Å:
In 0.66 0.56 -0.89
C -3.18 1.02 -0.17
O -2.12 0.15 -0.53
C -2.43 -1.23 -0.31
C -2.50 -1.62 1.17
N -1.17 -1.59 1.73
C -1.15 -2.07 3.13
C -1.66 -3.50 3.36
O -1.45 -3.75 4.71
C -1.58 -5.12 5.08
H -4.12 0.50 -0.36
H -3.19 1.93 -0.76
H -3.21 1.34 0.87
H -1.70 -1.84 -0.84
H -3.42 -1.39 -0.75
H -3.03 -2.58 1.12
H -3.20 -0.91 1.61
H -0.62 -2.34 1.31
H -1.78 -1.43 3.75
H -0.16 -2.00 3.59
H -1.13 -4.21 2.70
H -2.73 -3.62 3.11
H -1.22 -5.31 6.09
H -0.98 -5.78 4.43
H -2.62 -5.43 4.99
C -1.09 3.68 -0.36
O -0.77 2.48 0.37
C -0.92 2.69 1.77
C -0.27 1.55 2.54
N 0.97 1.19 1.89
C 1.75 0.17 2.56
C 3.11 -0.04 1.93
O 2.97 -0.25 0.54
C 4.27 -0.51 -0.03
H -2.11 3.99 -0.10
H -1.05 3.38 -1.40
H -0.42 4.51 -0.12
H -1.98 2.77 2.00
H -0.43 3.63 2.05
H -0.93 0.69 2.66
H -0.02 1.76 3.59
H 1.47 2.08 1.77
H 1.20 -0.77 2.52
H 1.91 0.35 3.63
H 3.48 -0.98 2.37
H 3.73 0.82 2.18
H 4.66 -1.38 0.51
H 4.98 0.31 0.10
H 4.20 -0.83 -1.06
C 1.23 3.69 -3.00
O 1.66 2.34 -2.80
C 2.77 1.94 -3.51
C 3.08 0.73 -2.67
N 1.82 -0.02 -2.43
C 1.21 -0.44 -3.71
C -0.17 -0.99 -3.61
O -1.06 0.08 -3.30
C -2.40 -0.22 -3.65
H 0.66 3.80 -3.93
H 2.07 4.39 -2.97
H 0.54 4.05 -2.23
H 3.62 2.62 -3.40
H 2.58 1.69 -4.56
H 3.43 1.07 -1.70
H 3.85 0.10 -3.14
H 2.17 -0.92 -2.08
H 1.88 -1.14 -4.21
H 1.13 0.41 -4.40
H -0.33 -1.77 -2.85
H -0.37 -1.55 -4.54
H -2.91 -0.89 -2.95
H -2.45 -0.72 -4.62
H -3.00 0.67 -3.79

Its HOMO energy is -16.072 eV. The total charge is +3. Its multiplicity is 1. The orbital gap is 3.37 eV. Its total energy is -41291.963 eV.

These are the Löwdin partial charges, in e, on atoms 1 to 6: In 1.482; C -0.063; O -0.266; C -0.191; C -0.189; N -0.048


C4H8N2O | ωB97M-V/def2-TZVPD

Atoms and positions in Å:
C 1.99 0.96 -0.68
C 0.82 0.10 -0.45
C 0.67 -1.07 0.38
N -0.59 -1.52 0.19
C -1.14 -0.69 -0.76
N -0.39 0.36 -1.02
H 2.92 0.38 -0.72
H 2.04 1.67 0.15
H 1.90 1.45 -1.65
H 1.40 -1.49 1.05
H -0.85 -2.44 0.52
H -2.04 -0.87 -1.33
H -0.52 1.31 1.08
H -1.87 1.92 1.43
O -1.22 1.28 1.74

Its HOMO energy (spin up / spin down) is -15.179 / -15.234 eV. Its energy above the lowest of the compared OMol25 structures with the same formula, charge and spin is 8.56 kcal/mol. The total charge is +1. Its multiplicity is 2. The orbital gap (spin up / spin down) is 11.06 / 7.23 eV. Its total energy is -9296.942 eV.

These are the Löwdin partial charges, in e, on atoms 1 to 6: C 0.018; C -0.248; C 0.096; N 0.156; C -0.036; N 0.148


C5H8O2 | ωB97M-V/def2-TZVPD

Atoms and positions in Å:
C 0.35 1.66 -0.21
C 0.34 0.15 -0.38
O 1.24 -0.25 -1.39
C 0.53 -0.67 0.92
C -0.92 -1.22 0.83
C -1.03 -0.54 -0.53
O -1.80 -0.60 -1.45
H 1.39 1.98 -0.18
H -0.14 2.16 -1.06
H -0.16 1.99 0.71
H 0.83 -0.02 -2.24
H 1.30 -1.44 0.79
H 0.75 -0.08 1.81
H -1.04 -2.31 0.81
H -1.62 -0.81 1.57

Its HOMO energy is -9.418 eV. Its energy above the lowest of the compared OMol25 structures with the same formula, charge and spin is 23.24 kcal/mol. The total charge is 0. Its multiplicity is 1. The orbital gap is 10.32 eV. Its total energy is -9408.825 eV.

These are the Löwdin partial charges, in e, on atoms 1 to 6: C -0.004; C -0.511; O 0.014; C -0.085; C -0.058; C -0.327


C21H47BrN6O5P2 | ωB97M-V/def2-TZVPD

Atoms and positions in Å:
C 3.38 1.33 0.21
C 2.58 2.17 -0.43
C 1.63 3.31 -1.10
C 1.28 4.35 0.08
O 1.94 5.66 0.12
C 1.16 6.34 1.16
O 1.54 6.89 2.23
O -0.21 6.16 0.64
C -0.24 4.70 0.47
C -1.48 4.03 -0.31
C -2.17 2.88 0.63
C -3.34 2.07 -0.15
Br -0.84 1.51 1.25
H 3.89 0.81 1.12
H 0.72 2.83 -1.61
H 2.24 3.88 -1.91
H 1.66 3.83 1.06
H -0.39 4.36 1.57
H -2.29 4.86 -0.41
H -1.26 3.67 -1.38
H -2.62 3.37 1.59
H -2.84 1.11 -0.59
H -4.19 1.70 0.54
H -3.77 2.65 -1.05
C -0.68 -3.34 3.21
N 0.67 -3.54 3.68
C 1.47 -4.22 2.67
P 1.53 -2.53 4.76
O 2.37 -1.84 3.66
N 0.70 -1.08 5.17
C -0.38 -0.51 4.38
C 1.60 0.01 5.57
N 0.61 -3.32 6.05
C 0.86 -4.77 6.18
C 0.64 -2.72 7.39
H -1.06 -4.23 2.70
H -0.74 -2.51 2.50
H -1.37 -3.18 4.04
H 2.42 -4.57 3.10
H 1.70 -3.57 1.82
H 0.96 -5.12 2.29
H -0.10 -0.40 3.33
H -0.69 0.47 4.76
H -1.28 -1.12 4.46
H 2.04 0.52 4.71
H 2.42 -0.38 6.19
H 1.07 0.75 6.18
H -0.06 -5.31 5.90
H 1.12 -5.08 7.20
H 1.67 -5.11 5.54
H 0.05 -1.79 7.42
H 1.67 -2.49 7.70
H 0.19 -3.36 8.14
C -2.71 -0.55 -4.38
N -1.84 0.45 -4.95
C -2.45 1.77 -4.86
P -0.13 0.42 -4.96
O 0.03 1.41 -3.79
N 0.55 -0.90 -4.08
C -0.17 -1.64 -3.05
C 1.91 -0.63 -3.59
N -0.28 -0.70 -6.33
C -0.93 -0.12 -7.53
C 0.92 -1.43 -6.76
H -3.76 -0.39 -4.69
H -2.69 -0.54 -3.29
H -2.46 -1.55 -4.75
H -1.91 2.49 -5.47
H -2.47 2.14 -3.83
H -3.48 1.76 -5.24
H -0.60 -0.98 -2.29
H 0.49 -2.35 -2.54
H -0.94 -2.26 -3.49
H 1.90 -0.03 -2.68
H 2.48 -0.09 -4.35
H 2.44 -1.56 -3.39
H -1.90 -0.62 -7.68
H -0.35 -0.25 -8.45
H -1.11 0.95 -7.43
H 1.18 -2.22 -6.04
H 1.78 -0.76 -6.87
H 0.76 -1.96 -7.70

Its HOMO energy is -7.893 eV. The total charge is 0. Its multiplicity is 1. The orbital gap is 6.94 eV. Its total energy is -130326.210 eV.

These are the Löwdin partial charges, in e, on atoms 1 to 6: C 0.055; C -0.107; C -0.098; C -0.238; O 0.001; C -0.315


C3H6BrO2P | ωB97M-V/def2-TZVPD

Atoms and positions in Å:
C -0.63 -0.77 -0.05
C 1.40 -1.94 0.03
C -0.06 2.64 0.04
O -0.70 -0.81 -1.24
O 0.34 -1.28 0.71
P -1.81 0.01 1.13
Br -3.39 0.46 -0.30
H 1.85 -2.63 0.74
H 2.14 -1.21 -0.31
H 1.01 -2.48 -0.84
H 0.81 2.40 0.62
H -0.82 3.27 0.46
H -0.13 2.34 -0.98

Its HOMO energy (spin up / spin down) is -8.618 / -9.013 eV. Its energy above the lowest of the compared OMol25 structures with the same formula, charge and spin is 54.58 kcal/mol. The total charge is 0. Its multiplicity is 1. The orbital gap (spin up / spin down) is 8.53 / 7.39 eV. Its total energy is -86631.975 eV.

These are the Löwdin partial charges, in e, on atoms 1 to 6: C -0.903; C -0.049; C 0.072; O -0.004; O -0.154; P 0.569


C29H44N4O3S2SbSe4SiY | ωB97M-V/def2-TZVPD

Atoms and positions in Å:
Y -0.72 1.00 -0.32
N 4.49 -4.46 1.36
C 4.20 -3.11 1.10
C 4.05 -2.21 2.15
C 3.77 -0.88 1.90
C 3.63 -0.44 0.59
C 3.81 -1.32 -0.46
C 4.10 -2.65 -0.21
S 3.10 1.23 0.26
O 3.08 1.36 -1.17
O 3.93 2.11 1.03
N 1.57 1.23 0.73
C 1.11 1.42 2.01
N 1.85 1.47 3.11
C 1.18 1.69 4.25
C -0.19 1.82 4.32
C -0.90 1.70 3.13
N -0.25 1.50 2.00
H 4.14 -4.77 2.26
H 4.18 -5.08 0.63
H 4.14 -2.56 3.17
H 3.62 -0.17 2.71
H 3.71 -0.96 -1.48
H 4.23 -3.35 -1.03
H 1.79 1.74 5.14
H -0.71 2.02 5.25
H -1.98 1.73 3.11
C -1.55 5.27 -1.12
S -0.56 4.02 -0.32
O -0.26 3.02 -1.47
C 1.00 4.88 -0.15
C 2.05 4.53 -0.99
C 3.29 5.13 -0.80
C 3.47 6.05 0.21
C 2.41 6.38 1.05
C 1.17 5.79 0.88
H -1.09 5.48 -2.09
H -1.58 6.14 -0.46
H -2.55 4.85 -1.21
H 1.90 3.76 -1.74
H 4.12 4.84 -1.43
H 4.44 6.50 0.37
H 2.56 7.09 1.86
H 0.34 6.01 1.54
C -4.34 -2.18 -0.35
C -3.41 -2.19 -1.57
C -3.99 -1.17 -2.56
C -3.50 -3.58 -2.21
Si -1.62 -1.65 -1.04
C -1.08 -2.70 0.54
C 0.42 -2.46 0.79
C -1.32 -4.21 0.52
C -1.79 -2.11 1.78
C -0.37 -2.05 -2.53
C 0.18 -3.47 -2.65
C -0.96 -1.65 -3.89
C 0.80 -1.08 -2.31
H -5.38 -2.30 -0.69
H -4.29 -1.23 0.20
H -4.13 -3.00 0.34
H -5.04 -1.42 -2.77
H -3.47 -1.15 -3.51
H -3.97 -0.16 -2.14
H -4.55 -3.81 -2.46
H -3.15 -4.37 -1.53
H -2.92 -3.66 -3.13
H 1.07 -2.94 0.05
H 0.71 -2.84 1.78
H 0.65 -1.39 0.78
H -0.84 -4.70 -0.32
H -2.39 -4.44 0.48
H -0.93 -4.67 1.44
H -1.72 -1.02 1.83
H -1.33 -2.51 2.69
H -2.85 -2.35 1.81
H -0.63 -4.20 -2.78
H 0.75 -3.77 -1.77
H 0.85 -3.55 -3.52
H -1.74 -2.33 -4.23
H -0.16 -1.67 -4.65
H -1.37 -0.64 -3.87
H 1.22 -1.12 -1.30
H 0.52 -0.04 -2.52
H 1.63 -1.29 -2.99
Se -5.70 4.80 0.60
Sb -3.99 3.57 1.81
Se -3.16 1.85 0.04
Se -2.02 4.89 2.51
Se -4.77 2.21 3.66

Its HOMO energy is -1.659 eV. Its energy above the lowest of the compared OMol25 structures with the same formula, charge and spin is 0.00 kcal/mol. The total charge is -2. Its multiplicity is 1. The orbital gap is 5.36 eV. Its total energy is -341410.811 eV.

These are the Löwdin partial charges, in e, on atoms 1 to 6: Y 0.978; N 0.081; C -0.336; C -0.037; C -0.056; C -0.283


C40H50FN2OP2SSi2W | ωB97M-V/def2-TZVPD

Atoms and positions in Å:
W 0.14 1.10 1.12
C -3.32 -0.28 1.65
Si -2.13 -0.07 3.11
C -1.93 1.78 3.59
C -2.49 -1.11 4.60
N -0.52 -0.31 2.40
P 0.08 -1.62 1.55
C 0.20 -0.69 0.07
P 1.48 -0.09 -0.98
N 1.18 1.51 -0.50
Si 1.20 2.90 -1.64
C 0.84 4.33 -0.43
C 2.86 3.10 -2.47
C -0.23 2.59 -2.83
C 3.24 -0.39 -0.77
C 3.81 -1.55 -1.28
C 5.18 -1.73 -1.19
C 5.98 -0.75 -0.63
C 5.41 0.42 -0.13
C 4.03 0.60 -0.18
C 1.04 -0.43 -2.68
C 1.98 -0.36 -3.70
C 1.60 -0.62 -5.01
C 0.29 -0.98 -5.29
C -0.65 -1.06 -4.27
C -0.28 -0.79 -2.96
C -0.97 -3.05 1.39
C -1.12 -3.93 2.46
C -1.86 -5.09 2.30
C -2.43 -5.38 1.07
C -2.26 -4.52 -0.01
C -1.53 -3.35 0.15
C 1.57 -2.17 2.39
C 2.53 -2.88 1.67
C 3.59 -3.48 2.34
C 3.67 -3.38 3.72
C 2.71 -2.68 4.44
C 1.65 -2.08 3.78
H -4.26 0.25 1.79
H -3.58 -1.34 1.53
H -2.85 0.04 0.72
H -2.89 2.27 3.74
H -1.35 2.38 2.88
H -1.41 1.84 4.55
H -3.57 -1.09 4.81
H -1.98 -0.73 5.48
H -2.21 -2.16 4.46
H 1.78 4.79 -0.10
H 0.34 3.97 0.48
H 0.25 5.13 -0.88
H 3.68 3.06 -1.76
H 2.89 4.07 -2.97
H 3.03 2.34 -3.23
H -0.97 1.92 -2.40
H 0.14 2.11 -3.74
H -0.71 3.52 -3.15
H 3.19 -2.30 -1.76
H 5.63 -2.64 -1.58
H 7.05 -0.88 -0.58
H 6.03 1.20 0.29
H 3.58 1.49 0.21
H 3.02 -0.11 -3.48
H 2.33 -0.57 -5.80
H 0.00 -1.20 -6.31
H -1.67 -1.35 -4.49
H -1.00 -0.87 -2.16
H -0.64 -3.72 3.41
H -1.97 -5.77 3.13
H -2.99 -6.30 0.94
H -2.68 -4.77 -0.97
H -1.39 -2.68 -0.69
H 2.44 -2.97 0.59
H 4.33 -4.03 1.78
H 4.48 -3.86 4.25
H 2.77 -2.62 5.52
H 0.88 -1.55 4.33
C -2.79 4.40 1.10
S -2.34 3.30 -0.24
C -3.94 2.56 -0.54
O -1.53 2.16 0.48
H -3.32 5.25 0.67
H -1.88 4.76 1.57
H -3.43 3.90 1.83
H -4.59 3.36 -0.92
H -4.36 2.15 0.37
H -3.85 1.80 -1.31
F 5.67 5.25 2.70
C 4.72 4.33 2.68
C 3.39 4.72 2.63
C 2.41 3.75 2.61
C 2.73 2.39 2.62
C 1.65 1.35 2.65
C 4.08 2.03 2.72
C 5.07 2.99 2.76
H 3.15 5.78 2.62
H 1.37 4.05 2.64
H 1.04 1.56 3.54
H 2.13 0.38 2.87
H 4.35 0.98 2.79
H 6.12 2.72 2.86

Its HOMO energy is -15.643 eV. Its energy above the lowest of the compared OMol25 structures with the same formula, charge and spin is 24.27 kcal/mol. The total charge is +3. Its multiplicity is 1. The orbital gap is 5.79 eV. Its total energy is -97008.719 eV.

These are the Löwdin partial charges, in e, on atoms 1 to 6: W 1.699; C -0.153; Si 0.440; C -0.158; C -0.133; N -0.398


C23H23F12N4O3ReS2 | ωB97M-V/def2-TZVPD

Atoms and positions in Å:
Re 1.01 0.68 0.65
C -1.34 -5.83 -0.75
C -1.19 -4.36 -0.65
C -2.25 -3.56 -0.21
C -2.11 -2.20 -0.15
C -0.87 -1.58 -0.48
N -0.75 -0.21 -0.48
C -1.73 0.45 -1.12
C -2.55 -0.31 -2.06
C -3.62 0.23 -2.70
C -3.95 1.58 -2.51
C -5.11 2.20 -3.19
C -3.07 2.39 -1.70
C -2.00 1.88 -1.06
C -1.08 2.80 -0.33
O -0.03 2.07 0.29
C -0.36 3.79 -1.30
F 0.64 4.40 -0.67
F -1.21 4.69 -1.76
F 0.15 3.08 -2.31
C -1.78 3.52 0.87
F -2.73 4.33 0.47
F -0.88 4.19 1.59
F -2.30 2.57 1.66
C 0.23 -2.39 -0.88
C 0.05 -3.74 -0.99
C 1.51 -1.65 -1.16
O 1.75 -0.88 0.02
C 1.45 -0.64 -2.38
F 1.54 0.65 -1.87
F 0.29 -0.72 -3.02
F 2.43 -0.78 -3.23
C 2.75 -2.57 -1.31
F 2.61 -3.33 -2.39
F 3.86 -1.85 -1.41
F 2.85 -3.34 -0.23
H -1.89 -6.24 0.10
H -0.39 -6.35 -0.87
H -1.95 -6.06 -1.63
H -3.18 -4.02 0.09
H -2.92 -1.57 0.22
H -2.25 -1.31 -2.32
H -4.19 -0.37 -3.41
H -5.90 1.48 -3.39
H -4.76 2.56 -4.17
H -5.48 3.07 -2.66
H -3.30 3.44 -1.64
H 0.83 -4.38 -1.36
N 1.77 2.54 1.91
N 1.19 2.62 3.19
C 0.49 1.61 3.68
N 0.05 1.63 4.91
S 0.02 0.24 2.69
H 2.75 2.30 2.01
H 1.68 3.44 1.44
H 1.36 3.46 3.73
H 0.24 2.40 5.55
H -0.52 0.88 5.28
C 3.74 -1.85 2.68
S 4.01 -0.60 1.45
C 5.40 0.25 2.13
O 2.83 0.44 1.71
H 3.82 -1.42 3.67
H 4.50 -2.62 2.52
H 2.76 -2.28 2.50
H 6.22 -0.48 2.16
H 5.17 0.60 3.14
H 5.68 1.06 1.46

Its HOMO energy (spin up / spin down) is -20.377 / -20.047 eV. The total charge is +4. Its multiplicity is 1. The orbital gap (spin up / spin down) is 6.02 / 5.42 eV. Its total energy is -92696.606 eV.

These are the Löwdin partial charges, in e, on atoms 1 to 6: Re 1.625; C 0.020; C -0.147; C 0.042; C 0.035; C -0.215